# 1
Computed, not measured: a cluster of 2 separate species, C2H5NO in total at a distorted geometry, with ωB97M-V/def2-TZVPD.

Values from the calculation:
HOMO	-9.6	eV
DFT total energy	-209.08313	hartree
LUMO level	0.561	eV
relative energy (zero: lowest compared OMol25 entry of this formula, charge and spin)	3.7877	eV
SMILES	C=N.C=O

Geometry as XYZ:
```
9
C2H5NO (ωB97M-V/def2-TZVPD)
C 1.30 0.20 0.29
N 1.05 -0.79 -0.55
H 2.13 0.86 -0.01
H 0.91 0.39 1.39
H 1.17 -0.54 -1.53
O -1.26 -0.25 1.21
C -1.59 0.02 0.01
H -1.40 -0.76 -0.70
H -2.31 0.87 -0.11
```


# 2
Computed, not measured: an isolated molecule of C2H5NO at a distorted geometry, with ωB97M-V/def2-TZVPD.

Values from the calculation:
HOMO	-7.8	eV
DFT total energy	-209.13798	hartree
LUMO level	0.864	eV
relative energy (zero: lowest compared OMol25 entry of this formula, charge and spin)	2.2952	eV
SMILES	C=C(N)O

Geometry as XYZ:
```
9
C2H5NO (ωB97M-V/def2-TZVPD)
C -1.18 -0.15 0.12
C 0.17 0.04 -0.12
O 0.35 0.96 -1.07
N 1.25 -0.57 0.40
H -1.57 -1.09 0.47
H -0.65 0.85 -1.26
H -1.67 0.75 0.50
H 2.17 -0.44 0.02
H 1.13 -1.15 1.22
```


# 3
Computed, not measured: a cluster of 2 separate species, C2H5NO in total at a distorted geometry, with ωB97M-V/def2-TZVPD.

Values from the calculation:
HOMO (spin up / spin down)	-8.5 / -9.8	eV
DFT total energy	-208.99604	hartree
LUMO level (spin up / spin down)	1.194 / -1.354	eV
relative energy (zero: lowest compared OMol25 entry of this formula, charge and spin)	0.6121	eV
spin multiplicity	3

Geometry as XYZ:
```
9
C2H5NO (ωB97M-V/def2-TZVPD)
C -1.98 0.22 -0.03
C 1.70 -0.27 0.03
N -0.98 0.26 -0.74
O 0.59 -0.18 0.73
H -2.92 0.47 -0.63
H -2.25 0.19 1.06
H 1.38 -0.06 -1.04
H 2.15 -1.19 0.18
H 2.32 0.56 0.44
```


# 4
Computed, not measured: a cluster of 2 separate species, C2H5NO2 in total at a distorted geometry, with ωB97M-V/def2-TZVPD.

Values from the calculation:
HOMO (spin up / spin down)	-9.4 / -9.4	eV
DFT total energy	-284.21801	hartree
LUMO level (spin up / spin down)	-0.076 / -0.075	eV
relative energy (zero: lowest compared OMol25 entry of this formula, charge and spin)	6.7853	eV

Geometry as XYZ:
```
10
C2H5NO2 (ωB97M-V/def2-TZVPD)
C -1.11 0.48 0.52
C 1.60 -0.23 -0.34
N -2.29 -0.22 0.49
O -1.91 0.77 -0.52
O 0.33 -0.76 -0.37
H -0.62 1.28 1.19
H 1.64 0.88 -0.57
H 2.27 -0.87 -1.08
H 2.06 -0.24 0.65
H -1.97 -1.09 0.04
```


# 5
Computed, not measured: an isolated molecule of C2H5NO2 at a distorted geometry, with ωB97M-V/def2-TZVPD.

Values from the calculation:
HOMO	-8.9	eV
DFT total energy	-284.28231	hartree
LUMO level	0.713	eV
relative energy (zero: lowest compared OMol25 entry of this formula, charge and spin)	5.0356	eV

Geometry as XYZ:
```
10
C2H5NO2 (ωB97M-V/def2-TZVPD)
C 0.76 1.16 -0.81
C -1.09 -0.25 0.44
N 0.07 -0.78 0.27
O 1.05 -0.20 -0.57
O -1.73 -0.95 1.24
H 1.19 1.36 -1.82
H -0.31 1.24 -1.10
H 1.02 1.83 0.03
H 0.34 -1.63 0.76
H -1.30 -1.77 1.54
```


# 6
Computed, not measured: an isolated molecule of C2H5NO2 at a distorted geometry, with ωB97M-V/def2-TZVPD.

Values from the calculation:
HOMO	-9.8	eV
DFT total energy	-284.33825	hartree
LUMO level	0.738	eV
relative energy (zero: lowest compared OMol25 entry of this formula, charge and spin)	3.5135	eV
SMILES	OC/C=N\O

Geometry as XYZ:
```
10
C2H5NO2 (ωB97M-V/def2-TZVPD)
C -0.14 0.81 -0.50
C 0.35 0.02 0.57
H 0.13 2.59 -0.96
H -0.07 0.24 -1.50
H -1.23 0.99 -0.33
H 1.16 0.43 1.25
H -0.82 -2.80 -0.13
N 0.11 -1.25 0.81
O 0.66 2.04 -0.34
O -0.81 -1.75 -0.21
```


# 7
Computed, not measured: an isolated molecule of C2H5NO2 at a distorted geometry, with ωB97M-V/def2-TZVPD.

Values from the calculation:
HOMO	-9.7	eV
DFT total energy	-284.40011	hartree
LUMO level	0.450	eV
relative energy (zero: lowest compared OMol25 entry of this formula, charge and spin)	1.8302	eV
SMILES	NCC(=O)O

Geometry as XYZ:
```
10
C2H5NO2 (ωB97M-V/def2-TZVPD)
C -0.16 0.44 0.59
C 0.18 0.98 -0.85
H -0.88 -1.61 0.09
H 0.76 -1.49 0.86
H -1.09 0.83 0.95
H 0.61 0.81 1.37
H 0.58 -0.88 -0.82
N -0.20 -1.10 0.63
O 0.38 -0.05 -1.55
O -0.18 2.06 -1.28
```


# 8
Computed, not measured: a cluster of 2 separate species, C2H5NO2 in total at a distorted geometry, with ωB97M-V/def2-TZVPD.

Values from the calculation:
HOMO	-10.2	eV
DFT total energy	-284.33896	hartree
LUMO level	0.745	eV
relative energy (zero: lowest compared OMol25 entry of this formula, charge and spin)	3.4941	eV
SMILES	C=NO.C=O

Geometry as XYZ:
```
10
C2H5NO2 (ωB97M-V/def2-TZVPD)
C 2.17 0.20 -0.33
C -2.86 -0.56 0.05
N 0.92 0.22 -0.42
O 0.29 1.38 0.03
O -3.06 0.56 -0.30
H 2.65 -0.70 -0.69
H 2.78 1.00 0.07
H -3.65 -1.33 0.08
H -1.86 -0.92 0.37
H -0.65 1.25 -0.17
```


# 9
Computed, not measured: an isolated molecule of C2H5NO2 at a distorted geometry, with ωB97M-V/def2-TZVPD.

Values from the calculation:
HOMO	-9.4	eV
DFT total energy	-284.32504	hartree
LUMO level	0.874	eV
relative energy (zero: lowest compared OMol25 entry of this formula, charge and spin)	3.8729	eV
SMILES	NOCC=O

Geometry as XYZ:
```
10
C2H5NO2 (ωB97M-V/def2-TZVPD)
C 0.01 -0.68 0.07
C -1.29 -0.70 -0.64
N 1.02 1.47 0.31
O 0.16 0.42 0.94
O -1.64 -1.37 -1.57
H -0.27 -1.68 0.60
H 0.93 -0.92 -0.56
H -1.97 0.06 -0.12
H 1.92 1.08 0.08
H 1.12 2.32 0.89
```


# 10
Computed, not measured: an isolated molecule of C2H5NO2, with ωB97M-V/def2-TZVPD.

Values from the calculation:
HOMO	-9.3	eV
DFT total energy	-284.38834	hartree
LUMO level	0.838	eV
relative energy (zero: lowest compared OMol25 entry of this formula, charge and spin)	2.1503	eV
SMILES	CN(O)C=O

Geometry as XYZ:
```
10
C2H5NO2 (ωB97M-V/def2-TZVPD)
C -0.93 0.39 -0.80
C 0.84 0.34 0.96
H -1.92 0.01 -0.54
H -0.75 0.22 -1.86
H -0.90 1.48 -0.62
H 0.98 -1.77 0.42
H 0.68 1.43 1.06
N 0.11 -0.20 -0.02
O 0.26 -1.57 -0.22
O 1.62 -0.33 1.62
```


# 11
Computed, not measured: an isolated molecule of C2H5NO2S at a distorted geometry, with ωB97M-V/def2-TZVPD.

Values from the calculation:
HOMO	-10.4	eV
DFT total energy	-682.54334	hartree
LUMO level	-0.542	eV
relative energy (zero: lowest compared OMol25 entry of this formula, charge and spin)	2.6188	eV

Geometry as XYZ:
```
11
C2H5NO2S (ωB97M-V/def2-TZVPD)
C -0.15 0.61 -0.33
C 0.53 -0.35 -1.33
N -1.29 0.38 0.13
O 0.12 0.49 2.54
O -0.11 -1.75 1.61
S 0.48 -0.47 1.51
H 0.39 1.56 -0.05
H 1.55 -0.27 -1.35
H 0.03 0.13 -2.26
H 0.23 -1.37 -1.24
H -1.77 1.03 0.77
```


# 12
Computed, not measured: a cluster of 2 separate species, C2H5NO2S in total at a distorted geometry, with ωB97M-V/def2-TZVPD.

Values from the calculation:
HOMO (spin up / spin down)	-6.8 / -8.0	eV
DFT total energy	-682.42682	hartree
LUMO level (spin up / spin down)	0.014 / 0.497	eV
relative energy (zero: lowest compared OMol25 entry of this formula, charge and spin)	5.7897	eV

Geometry as XYZ:
```
11
C2H5NO2S (ωB97M-V/def2-TZVPD)
C 0.30 -1.42 0.08
C 0.49 -1.77 -1.32
N -1.51 0.09 -0.67
O 0.56 -1.64 1.20
O -1.15 1.08 0.32
S -2.97 -0.78 -0.48
H 0.52 -2.93 -1.36
H -0.48 -1.53 -1.83
H 1.41 -1.34 -1.79
H -1.93 1.22 0.83
H -2.80 -0.73 0.84
```


Copy entry 3 word for word.
Computed, not measured: a cluster of 2 separate species, C2H5NO in total at a distorted geometry, with ωB97M-V/def2-TZVPD.

Values from the calculation:
HOMO (spin up / spin down)	-8.5 / -9.8	eV
DFT total energy	-208.99604	hartree
LUMO level (spin up / spin down)	1.194 / -1.354	eV
relative energy (zero: lowest compared OMol25 entry of this formula, charge and spin)	0.6121	eV
spin multiplicity	3

Geometry as XYZ:
```
9
C2H5NO (ωB97M-V/def2-TZVPD)
C -1.98 0.22 -0.03
C 1.70 -0.27 0.03
N -0.98 0.26 -0.74
O 0.59 -0.18 0.73
H -2.92 0.47 -0.63
H -2.25 0.19 1.06
H 1.38 -0.06 -1.04
H 2.15 -1.19 0.18
H 2.32 0.56 0.44
```